(1)
79
Properties=species:S:1:pos:R:3:mulliken_spin:R:1 method="wB97M-V/def2-TZVPD" e_homo_ha="-0.2675 / -0.2784" multiplicity=3 energy_ha=-1940.5955 fmax_ev_per_a=0.13
Pt -0.204 0.030 0.034 1.32
C 1.746 4.887 1.847 0.00
C 0.893 4.035 0.969 -0.01
C -0.062 4.410 0.045 0.00
C -0.539 3.215 -0.512 0.02
N 0.096 2.195 0.056 0.22
N 0.975 2.691 0.951 -0.05
B 1.865 1.722 1.764 -0.04
N 2.609 0.779 0.794 -0.02
N 1.950 -0.048 -0.059 -0.01
C 2.864 -0.726 -0.754 -0.02
C 4.143 -0.323 -0.336 0.01
C 3.938 0.626 0.640 0.00
C 4.947 1.391 1.428 0.00
C 2.553 -1.732 -1.790 -0.01
C 1.253 -2.048 -2.181 0.05
C 1.016 -3.001 -3.160 0.03
C 2.072 -3.659 -3.770 0.00
C 3.371 -3.354 -3.391 0.00
C 3.607 -2.402 -2.414 0.00
N 0.977 0.881 2.711 -0.04
N 0.116 -0.014 2.186 0.22
C -0.529 -0.609 3.183 0.01
C -0.075 -0.074 4.397 0.00
C 0.880 0.865 4.054 -0.01
C 1.713 1.734 4.935 0.00
C -1.524 -1.661 2.934 -0.01
C -2.735 -1.655 3.617 0.00
C -3.685 -2.632 3.365 0.00
C -3.427 -3.628 2.433 0.00
C -2.217 -3.644 1.755 0.00
C -1.268 -2.666 2.005 0.04
C -1.546 3.018 -1.564 -0.01
C -1.357 2.065 -2.561 0.03
C -2.322 1.872 -3.535 0.00
C -3.477 2.641 -3.533 0.00
C -3.660 3.609 -2.556 0.00
C -2.701 3.794 -1.573 0.00
H 1.457 5.929 1.734 0.00
H 1.637 4.613 2.896 0.00
H 2.802 4.793 1.588 0.00
H -0.353 5.413 -0.218 0.00
H 2.655 2.344 2.403 0.00
H 5.098 -0.667 -0.690 0.00
H 5.947 1.092 1.122 0.00
H 4.845 2.464 1.270 0.00
H 4.843 1.202 2.497 0.00
H 0.404 -1.551 -1.725 0.00
H -0.005 -3.224 -3.442 0.00
H 1.885 -4.403 -4.533 0.00
H 4.207 -3.859 -3.858 0.00
H 4.628 -2.182 -2.134 0.00
H -0.379 -0.358 5.390 0.00
H 1.413 1.595 5.972 0.00
H 2.772 1.489 4.849 0.00
H 1.595 2.788 4.683 0.00
H -2.943 -0.864 4.327 0.00
H -4.632 -2.611 3.888 0.00
H -4.170 -4.390 2.236 0.00
H -2.010 -4.419 1.028 0.00
H -0.319 -2.682 1.482 -0.03
H -0.450 1.471 -2.568 -0.03
H -2.173 1.118 -4.297 0.00
H -4.233 2.486 -4.291 0.00
H -4.560 4.211 -2.550 0.00
H -2.853 4.531 -0.794 0.00
C -2.176 -0.091 -0.070 0.34
C -3.384 -0.179 -0.140 -0.01
C -4.809 -0.278 -0.223 -0.02
C -5.461 -1.468 0.111 0.01
C -6.840 -1.561 0.031 0.00
C -7.593 -0.469 -0.380 0.01
C -6.955 0.718 -0.711 0.00
C -5.575 0.816 -0.634 0.01
H -4.869 -2.313 0.438 0.00
H -7.332 -2.490 0.292 0.00
H -8.672 -0.543 -0.441 0.00
H -7.536 1.574 -1.031 0.00
H -5.071 1.737 -0.895 0.00

(2)
10
Properties=species:S:1:pos:R:3:mulliken_charge:R:1 method="wB97M-V/def2-TZVPD" e_homo_ha="-0.5603 / -0.5603" e_above_lowest_kj_mol=471.9 total_charge=+1 energy_ha=-263.5346 fmax_ev_per_a=4.16 smiles="C/[NH+]=C/N=O"
C 0.640 -0.076 0.018 -0.62
N -0.757 -0.434 0.049 -0.11
C -1.712 0.388 -0.093 0.16
N -3.098 0.214 0.421 0.18
O -4.033 -0.204 -0.130 -0.13
H 0.634 0.878 -0.282 0.27
H 1.004 -0.544 -0.875 0.35
H 0.958 -0.431 1.032 0.31
H -1.098 -1.367 0.104 0.28
H -1.334 1.346 -0.269 0.31

(3)
23
Properties=species:S:1:pos:R:3:mulliken_charge:R:1 method="wB97M-V/def2-TZVPD" e_homo_ha=-0.3428 e_above_lowest_kj_mol=42.8 energy_ha=-441.8656 fmax_ev_per_a=1.51 smiles=C[C@H](N)CCO.O.O
C 0.136 -2.605 -0.881 -1.68
C -0.151 -1.184 -0.414 0.70
N 0.032 -0.237 -1.506 -0.60
C 0.684 -0.807 0.803 -0.70
C 0.129 0.429 1.495 -0.34
O -1.205 0.246 1.909 -0.59
H -0.301 -3.326 -0.196 0.40
H 1.200 -2.805 -0.865 0.36
H -0.292 -2.745 -1.873 0.45
H -1.176 -1.133 -0.034 0.18
H 0.392 -0.620 -2.367 0.24
H 0.638 0.527 -1.239 0.10
H 0.666 -1.642 1.513 0.36
H 1.741 -0.628 0.595 0.33
H 0.669 0.717 2.372 0.42
H 0.237 1.295 0.831 0.03
H -1.830 0.539 1.224 0.43
O 2.401 1.734 -0.520 -0.63
H 1.854 2.524 -0.669 0.30
H 2.937 2.156 0.171 0.32
O -2.241 1.583 -0.546 -0.73
H -1.683 2.337 -0.333 0.31
H -1.640 0.941 -0.966 0.36

(4)
105
Properties=species:S:1:pos:R:3:mulliken_charge:R:1 method="wB97M-V/def2-TZVPD" e_homo_ha=-0.3765 total_charge=+1 energy_ha=-2133.6416 fmax_ev_per_a=1.53
C 5.805 1.922 1.087 -0.52
C 6.320 2.501 -0.226 -0.40
O 5.286 2.648 -1.219 -0.36
C 4.446 3.685 -0.998 0.30
O 4.812 4.826 -0.926 -0.57
C 2.979 3.333 -0.886 -0.37
C 2.135 4.310 -1.729 -0.75
C 0.684 3.843 -1.739 -0.37
N -0.097 4.393 -2.883 -0.23
C -0.726 3.445 -3.681 0.09
N -0.209 3.204 -4.922 -0.38
N -1.760 2.751 -3.287 0.38
C -2.398 2.866 -1.960 -1.14
C -3.907 2.594 -2.021 -0.39
C -4.484 1.776 -0.869 0.29
O -5.608 1.384 -0.926 -0.47
O -3.707 1.529 0.229 -0.54
O -2.269 1.845 -4.177 -0.42
C -1.883 0.489 -3.801 -0.04
C -2.772 -0.496 -4.545 0.56
C -4.256 -0.086 -4.585 -1.59
C -2.566 -1.961 -4.100 -1.53
C -2.378 -2.283 -2.599 0.74
C -3.375 -1.596 -1.649 -0.91
C -0.921 -2.142 -2.131 -1.60
H 6.573 2.142 1.830 -0.02
H 4.887 2.415 1.405 0.32
H 5.689 0.843 1.024 0.27
H 6.805 3.459 -0.031 0.33
H 7.081 1.854 -0.656 0.33
H 2.802 2.311 -1.231 0.37
H 2.679 3.381 0.162 0.32
H 2.549 4.398 -2.731 0.29
H 2.198 5.270 -1.219 0.31
H 0.662 2.749 -1.783 0.25
H 0.194 4.106 -0.798 0.44
H -0.719 5.145 -2.614 0.34
H 0.470 3.927 -5.142 0.38
H -0.930 3.231 -5.642 0.27
H -1.875 2.175 -1.299 0.43
H -2.206 3.855 -1.556 0.55
H -4.414 3.558 -1.950 0.59
H -4.207 2.131 -2.955 0.19
H -2.944 0.981 0.001 0.37
H -0.848 0.343 -4.127 0.45
H -1.896 0.373 -2.720 -0.24
H -2.446 -0.450 -5.589 0.54
H -4.362 0.812 -5.196 0.35
H -4.680 0.110 -3.601 0.26
H -4.834 -0.860 -5.086 0.50
H -1.717 -2.400 -4.628 0.47
H -3.447 -2.511 -4.436 0.42
H -2.588 -3.352 -2.509 0.52
H -2.940 -1.590 -0.644 0.42
H -3.588 -0.559 -1.902 -0.31
H -4.304 -2.154 -1.558 0.36
H -0.790 -2.583 -1.144 0.46
H -0.286 -2.685 -2.832 0.42
H -0.569 -1.108 -2.111 0.22
C 9.121 1.369 3.764 -0.85
O 8.811 0.156 3.110 -0.25
C 9.435 -0.010 1.847 -0.23
C 10.111 -1.360 1.715 -0.44
O 11.237 -1.573 2.544 -0.44
C 11.066 -1.700 3.945 -0.26
C 10.346 -2.947 4.414 -0.50
O 8.978 -2.961 4.047 -0.29
C 8.526 -4.165 3.468 -0.81
H 8.412 2.156 3.482 0.22
H 9.039 1.203 4.838 0.25
H 10.141 1.700 3.549 0.42
H 10.162 0.786 1.653 0.42
H 8.653 0.048 1.077 0.11
H 10.504 -1.409 0.695 0.41
H 9.387 -2.173 1.806 0.13
H 10.618 -0.803 4.376 0.06
H 12.083 -1.761 4.342 0.41
H 10.407 -2.976 5.509 0.38
H 10.863 -3.830 4.024 0.34
H 9.297 -4.634 2.849 0.39
H 7.674 -3.927 2.829 0.23
H 8.199 -4.873 4.237 0.29
C -8.889 -3.338 5.037 -0.81
O -8.401 -3.410 3.714 -0.30
C -9.264 -4.042 2.787 -0.52
C -9.456 -3.236 1.519 -0.15
O -10.159 -2.014 1.659 -0.45
C -9.565 -0.938 2.362 -0.32
C -8.361 -0.299 1.701 -0.46
O -7.234 -1.157 1.668 -0.37
C -6.584 -1.247 0.419 -0.73
H -8.618 -4.233 5.606 0.29
H -8.432 -2.470 5.515 0.24
H -9.975 -3.208 5.063 0.39
H -10.240 -4.252 3.236 0.34
H -8.811 -5.001 2.502 0.37
H -10.085 -3.842 0.862 0.42
H -8.508 -3.093 0.996 -0.05
H -9.345 -1.209 3.396 0.09
H -10.342 -0.170 2.398 0.40
H -8.095 0.594 2.280 0.37
H -8.634 0.024 0.690 0.31
H -7.291 -1.183 -0.416 0.37
H -6.094 -2.223 0.376 0.27
H -5.835 -0.469 0.322 0.36

(5)
78
Properties=species:S:1:pos:R:3:mulliken_spin:R:1 method="wB97M-V/def2-TZVPD" e_homo_ha="-0.4075 / -0.4106" e_above_lowest_kj_mol=36.8 total_charge=+1 multiplicity=2 energy_ha=-2182.1875 fmax_ev_per_a=0.56
Ir 0.854 1.006 -0.462 0.06
C 4.028 2.302 -2.041 0.00
Si 3.536 0.705 -1.252 0.00
C 2.165 -0.221 -2.159 0.02
C 4.962 -0.446 -0.968 0.00
N 2.565 1.021 0.227 -0.01
C 3.031 1.247 1.531 0.00
C 4.269 1.863 1.727 0.00
C 4.720 2.152 3.000 0.00
C 3.967 1.777 4.104 0.00
C 2.766 1.107 3.936 0.00
C 2.312 0.856 2.662 0.00
F 1.177 0.153 2.519 0.00
H 4.711 2.140 -2.876 0.00
H 4.542 2.940 -1.315 0.00
H 3.157 2.852 -2.396 0.00
H 2.243 0.008 -3.225 0.00
H 1.047 -0.151 -2.041 -0.01
H 2.350 -1.286 -2.008 0.00
H 5.303 -0.859 -1.920 0.00
H 4.680 -1.278 -0.318 0.00
H 5.812 0.066 -0.513 0.00
H 4.851 2.164 0.867 0.00
H 5.661 2.667 3.133 0.00
H 4.321 1.994 5.102 0.00
H 2.172 0.784 4.779 0.00
N -2.263 1.618 0.810 0.00
C -2.136 0.641 -0.113 0.00
N -3.114 -0.154 -0.508 0.01
N -2.554 -0.977 -1.401 0.02
N -1.311 -0.726 -1.575 0.07
N -0.987 0.336 -0.757 -0.02
C -1.231 2.428 1.211 0.00
N -1.347 3.430 2.047 0.00
N -0.103 3.952 2.118 0.00
N 0.723 3.311 1.384 0.00
N 0.030 2.306 0.774 0.00
H -3.181 1.802 1.187 0.00
C -3.529 -4.098 -0.308 0.00
C -2.374 -4.037 0.684 0.09
C -2.148 -5.407 1.324 0.04
C -2.653 -2.977 1.749 0.09
Sb -0.524 -3.456 -0.362 0.27
C -0.363 -4.496 -2.275 0.06
C 1.063 -4.356 -2.800 0.06
C -1.335 -3.816 -3.236 0.00
C -0.719 -5.969 -2.083 0.03
C 1.234 -3.850 0.909 0.17
C 1.558 -5.341 0.903 0.04
C 2.399 -3.042 0.345 0.05
C 0.927 -3.356 2.320 0.03
H -4.439 -4.319 0.259 0.00
H -3.407 -4.896 -1.042 0.00
H -3.680 -3.154 -0.825 0.00
H -3.082 -5.706 1.811 0.01
H -1.377 -5.390 2.092 0.00
H -1.901 -6.181 0.594 0.00
H -3.545 -3.283 2.305 0.00
H -2.865 -2.006 1.306 -0.02
H -1.839 -2.873 2.468 0.00
H 1.351 -3.310 -2.929 -0.02
H 1.112 -4.829 -3.786 0.00
H 1.799 -4.852 -2.165 0.00
H -1.081 -2.767 -3.394 0.00
H -2.369 -3.861 -2.895 0.00
H -1.280 -4.330 -4.201 0.00
H -0.066 -6.473 -1.369 0.00
H -0.602 -6.475 -3.047 0.01
H -1.754 -6.109 -1.769 0.00
H 1.816 -5.710 -0.091 0.00
H 0.743 -5.949 1.297 0.00
H 2.430 -5.506 1.546 0.01
H 2.673 -3.350 -0.667 -0.01
H 3.273 -3.200 0.986 0.00
H 2.180 -1.970 0.346 -0.03
H 0.130 -3.920 2.800 0.01
H 0.668 -2.294 2.337 -0.01
H 1.827 -3.482 2.930 0.00

(6)
150
Properties=species:S:1:pos:R:3:mulliken_charge:R:1 method="wB97M-V/def2-TZVPD" e_homo_ha=-0.1661 e_above_lowest_kj_mol=0.0 energy_ha=-2449.9308 fmax_ev_per_a=5.19
N -1.117 -1.135 -2.591 1.23
H -2.044 -1.308 -2.953 0.58
H -0.945 -0.189 -2.283 -0.80
H -0.427 -1.330 -3.303 -0.15
H -0.826 -1.649 -1.772 0.63
N -2.135 -3.016 1.377 0.07
H -1.321 -2.657 0.900 0.06
H -2.807 -2.263 1.427 0.50
H -2.004 -3.124 2.373 0.12
H -2.440 -3.852 0.900 0.43
N -0.775 3.651 -2.216 0.46
H -1.319 4.399 -1.810 0.49
H -1.144 3.480 -3.141 0.23
H -0.991 2.845 -1.646 -0.29
H 0.230 3.741 -2.188 0.17
N -3.275 2.391 0.382 0.17
H -3.057 2.867 1.245 0.07
H -2.561 1.688 0.251 -0.69
H -3.314 3.076 -0.359 0.46
H -4.157 1.899 0.397 0.48
C -4.391 1.777 -6.565 -0.68
C -3.309 2.793 -6.374 0.47
C -2.337 2.520 -5.141 0.78
O -1.464 3.405 -4.927 -0.95
C -2.620 1.400 -4.315 -0.11
C -3.655 0.555 -4.525 0.24
C -4.588 0.791 -5.678 0.28
O -5.573 -0.017 -5.924 -0.80
O -3.623 -0.526 -3.834 -0.87
O -3.139 3.668 -7.261 -0.72
H -4.870 1.745 -7.532 0.37
H -2.087 1.343 -3.377 -0.30
O -1.065 1.204 -0.820 0.42
C -0.688 0.540 0.317 -0.75
C 0.249 -0.694 0.388 0.87
O -0.101 -1.955 -0.223 -1.56
H -1.639 0.328 0.806 0.39
H -0.377 1.314 1.019 -0.03
H 0.486 -0.800 1.446 -0.70
H 1.239 -0.415 0.028 0.10
C 2.352 3.816 -4.784 -1.27
C 3.076 4.120 -3.529 -0.30
N 2.353 3.650 -2.388 0.40
C 2.105 2.218 -2.354 0.47
C 3.388 1.339 -2.149 -1.68
C 3.128 4.088 -1.179 -0.70
C 3.032 5.538 -0.835 -1.52
H 2.793 4.305 -5.653 0.47
H 1.314 4.134 -4.884 0.31
H 2.451 2.755 -5.014 0.13
H 4.104 3.769 -3.613 0.33
H 3.170 5.195 -3.376 0.40
H 1.454 1.935 -1.526 0.46
H 1.636 1.799 -3.244 -0.51
H 4.082 1.578 -2.955 0.33
H 3.857 1.544 -1.186 0.42
H 3.330 0.255 -2.059 0.40
H 4.188 3.848 -1.258 0.38
H 2.839 3.498 -0.308 0.47
H 3.197 5.773 0.217 0.43
H 1.981 5.827 -0.880 0.29
H 3.614 6.225 -1.449 0.36
C 1.326 0.113 -6.676 -1.53
C 0.386 -0.175 -5.531 0.45
N 0.646 -1.432 -4.823 0.37
C 0.493 -2.656 -5.684 -0.81
C -0.988 -3.138 -5.921 -1.23
C 1.929 -1.363 -4.047 0.82
C 1.993 -2.533 -3.088 -0.88
H 0.942 0.805 -7.425 0.47
H 1.678 -0.733 -7.266 0.25
H 2.221 0.619 -6.313 0.27
H 0.533 0.652 -4.835 -0.81
H -0.617 -0.232 -5.954 0.33
H 0.964 -2.465 -6.648 0.31
H 1.091 -3.491 -5.318 0.56
H -1.336 -3.636 -5.016 0.23
H -1.519 -2.229 -6.205 0.27
H -1.009 -3.893 -6.706 0.46
H 1.965 -0.498 -3.386 -1.21
H 2.828 -1.417 -4.661 0.68
H 1.549 -2.044 -2.221 -0.11
H 2.992 -2.926 -2.900 0.34
H 1.345 -3.361 -3.378 0.28
C 3.098 -1.144 3.746 -1.01
C 4.072 -2.333 3.721 -0.47
N 3.476 -3.656 3.256 0.45
C 2.709 -3.557 2.023 0.44
C 3.466 -3.301 0.801 -1.27
C 4.485 -4.723 3.200 -0.55
C 5.114 -4.928 4.556 -1.32
H 2.576 -0.952 2.809 0.01
H 3.655 -0.241 3.998 0.49
H 2.345 -1.233 4.529 0.23
H 4.837 -2.004 3.018 0.36
H 4.499 -2.468 4.715 0.43
H 2.088 -4.452 1.982 0.41
H 2.008 -2.769 2.295 -0.84
H 4.160 -2.470 0.931 0.25
H 4.123 -4.153 0.626 0.44
H 2.817 -3.127 -0.057 0.18
H 5.224 -4.472 2.439 0.33
H 3.918 -5.596 2.877 0.40
H 5.764 -5.798 4.465 0.43
H 4.458 -5.126 5.404 0.24
H 5.740 -4.046 4.696 0.36
C -1.467 3.116 5.292 -1.56
C -1.976 2.502 4.033 -0.03
N -2.753 3.374 3.086 0.37
C -4.034 3.824 3.711 -0.52
C -5.056 4.378 2.724 -1.32
C -1.936 4.491 2.614 -0.91
C -0.831 4.099 1.579 -0.61
H -1.316 2.364 6.067 0.42
H -2.144 3.821 5.775 0.29
H -0.493 3.572 5.114 0.40
H -1.099 2.090 3.533 -0.27
H -2.690 1.709 4.257 0.46
H -3.906 4.578 4.488 0.33
H -4.376 2.914 4.204 0.45
H -5.002 3.903 1.744 0.21
H -4.884 5.417 2.445 0.39
H -6.087 4.384 3.076 0.40
H -2.654 5.125 2.093 0.40
H -1.373 4.943 3.430 0.46
H -0.128 3.381 2.004 0.19
H -1.399 3.779 0.706 -0.07
H -0.299 5.014 1.317 0.50
C -3.544 -4.364 5.773 -1.42
C -2.284 -3.425 5.562 -0.54
N -1.566 -3.562 4.268 0.06
C -1.060 -4.952 4.202 -0.85
C -0.025 -5.418 5.228 -1.23
C -0.578 -2.500 4.269 0.31
C -1.160 -1.170 3.983 -1.22
H -4.140 -4.095 6.645 0.43
H -3.243 -5.410 5.831 0.29
H -4.161 -4.285 4.878 0.32
H -2.686 -2.415 5.648 0.27
H -1.620 -3.509 6.423 0.43
H -1.893 -5.643 4.077 0.65
H -0.462 -5.028 3.294 0.31
H 0.830 -4.744 5.186 0.23
H -0.498 -5.516 6.206 0.32
H 0.300 -6.404 4.896 0.45
H 0.218 -2.740 3.564 -0.33
H -0.179 -2.461 5.283 0.49
H -0.456 -0.413 3.637 0.27
H -1.740 -0.622 4.725 0.46
H -1.655 -1.216 3.012 0.06